# C4H13NO3

A cluster of 3 separate species, C4H13NO3 in total (ωB97M-V/def2-TZVPD, the Open Molecules 2025 dataset).

XYZ file:
```
21
Properties=species:S:1:pos:R:3
H 1.408 -2.106 1.159
H 0.507 1.387 -1.098
C -0.084 -0.998 -0.699
N -0.528 -1.863 0.295
H 0.325 -3.225 1.725
O 2.341 2.184 -0.001
H -0.023 1.317 1.157
H -2.079 -0.139 -0.891
O -0.676 0.980 1.778
H -1.193 2.034 -1.145
H 2.275 1.495 0.666
O 1.047 -1.086 -1.122
H 1.935 2.943 0.469
C 0.350 -2.176 1.409
C -0.483 1.290 -1.531
H -1.480 -1.704 0.588
H -0.461 1.669 -2.557
H -1.177 -0.556 -2.390
H 0.127 -1.550 2.265
C -1.121 -0.105 -1.401
H -1.010 0.210 1.324
```

Values from the calculation:
Energy above the lowest of the compared OMol25 structures with the same formula, charge and spin   120.4 kJ/mol
SMILES string   CCC(=O)NC.O.O
HOMO level   -9.9 eV
DFT total energy   -11991.22354 eV
Spin multiplicity   1

# C22H30FN5O3S

A structure of composition C22H30FN5O3S (ωB97M-V/def2-TZVPD, the Open Molecules 2025 dataset).

XYZ file:
```
62
Properties=species:S:1:pos:R:3
C 0.112 -0.066 -2.701
H 0.929 1.092 10.640
C -2.132 0.099 -7.317
H 2.294 -0.383 -3.325
H -0.211 -0.495 -3.647
H -3.657 -1.294 -9.836
N 1.106 -1.840 5.844
H 2.580 1.637 8.663
H 0.395 1.361 -5.610
C -1.257 1.437 -4.719
C -0.839 0.425 -6.978
C 0.098 -1.181 6.647
H -1.714 1.799 -2.660
N -0.625 -0.165 3.198
H 2.813 -0.299 8.743
H -4.159 0.291 -6.463
H 0.956 2.990 -2.302
C 1.635 -0.772 -2.388
C 0.349 -1.033 8.225
S -0.885 0.220 5.965
H -1.252 0.392 3.198
C -0.981 1.749 -3.400
N 0.685 -1.683 4.505
H -4.079 -1.541 -8.096
H -0.114 0.003 10.578
C 1.047 2.137 -2.119
H 1.825 -1.308 2.601
C 0.902 0.061 8.731
C 1.121 -1.686 1.851
C 0.730 0.167 10.215
H -0.575 -0.014 -1.817
H -0.693 2.890 -3.654
O -2.540 -0.455 -8.619
C -0.188 -0.540 2.001
H 0.779 -1.861 -0.235
N 0.538 1.236 -3.126
C -2.587 0.914 -4.967
H 0.245 1.169 8.271
C -0.438 0.962 -5.821
H -3.503 0.973 -4.241
H 0.246 2.046 -0.925
O 2.526 0.623 0.929
H 2.936 1.521 -2.521
N 2.188 0.218 -1.209
C 2.261 -0.154 -0.027
H -4.469 0.001 -8.831
C 2.395 1.561 -1.727
C -3.771 -0.754 -8.780
H 0.999 -1.886 8.400
C 2.302 0.263 8.208
H 1.461 -0.640 10.655
C 1.528 -1.718 0.293
C -2.874 0.178 -6.283
H 2.296 0.465 7.189
O -0.765 -0.173 0.916
H -0.779 -1.403 8.540
F 0.112 0.367 -8.054
C -0.257 -1.010 4.340
H 2.515 -2.328 0.158
H 1.483 -1.811 -2.354
H 2.696 1.963 -0.804
H 0.930 -2.532 2.199
```

Values from the calculation:
Energy above the lowest of the compared OMol25 structures with the same formula, charge and spin   2466.3 kJ/mol
HOMO level   -8.8 eV
DFT total energy   -50423.68511 eV
Spin multiplicity   1

# C35H40ClIrN5OS7

A structure of composition C35H40ClIrN5OS7 (ωB97M-V/def2-TZVPD, the Open Molecules 2025 dataset).

XYZ file:
```
90
Properties=species:S:1:pos:R:3
C -0.235 -4.539 -0.948
H -0.170 4.184 1.272
H 6.324 0.254 -2.240
H 4.425 3.852 -0.528
S -1.960 -4.911 -2.954
H 6.603 -1.561 0.864
H -2.814 1.418 -2.702
H -0.224 -1.713 4.687
H 3.319 6.050 -0.359
H -5.459 -1.086 1.349
Ir -1.618 -0.169 0.238
H 3.923 1.155 1.130
C 1.480 2.881 0.820
S -1.876 1.844 1.441
C 6.230 -0.781 0.196
C 5.536 -2.558 -1.395
C -3.589 -1.708 5.029
H -0.062 2.217 -2.100
H 5.954 0.078 0.814
C -4.672 -0.205 -0.418
H 4.708 -3.117 -1.843
H 3.942 1.793 -1.829
H -5.490 2.342 -1.883
C -3.895 2.095 -0.464
N 0.126 0.314 -1.108
N -3.619 0.725 -0.888
C 3.306 -0.716 -2.434
H 3.198 -1.796 -2.391
S -1.567 -7.826 -3.294
Cl 0.731 6.796 0.552
C -1.274 -1.673 4.420
H -4.621 -1.099 -1.041
C 1.522 5.243 0.476
C -2.251 -1.763 5.394
H 3.133 -2.299 -0.158
C 3.976 -1.833 0.363
C -4.546 -0.560 1.051
H 0.934 1.992 1.123
O 5.504 -0.047 -2.646
C 2.771 2.758 0.309
C -1.203 -6.415 -2.563
H -4.993 -1.556 3.423
H 3.486 -0.436 -3.465
H -4.365 -1.791 5.782
S -0.330 -1.238 1.924
C -4.465 4.714 0.287
H -4.453 0.764 -2.864
H -3.743 -2.787 -0.249
S -1.593 -2.249 -1.854
C -5.205 4.112 -0.725
C -3.456 4.005 0.916
C -3.562 -2.785 0.821
S 0.754 -3.881 0.225
H -2.877 4.467 1.708
C -2.973 -1.463 2.711
N 1.645 1.085 -2.561
H -4.461 0.347 1.648
H 1.125 -1.553 -0.734
H -3.091 -0.336 -2.637
C 4.310 1.180 -1.007
S -0.080 -6.256 -1.261
H 7.072 -0.488 -0.441
C 0.846 4.111 0.901
H 2.558 0.675 0.183
C -3.945 -1.570 3.694
C -4.915 2.810 -1.091
C 2.809 5.156 -0.023
N -3.351 -1.398 1.313
C -1.178 -3.880 -1.783
H -2.661 -3.368 1.009
C 0.501 1.304 -1.964
N 2.007 -0.137 -2.075
C -1.613 -1.496 3.071
C 3.386 1.377 0.204
H -5.998 4.654 -1.229
C -3.155 2.684 0.558
H -5.658 0.243 -0.572
H 3.596 -1.068 1.039
C 3.425 3.911 -0.108
H 4.416 -2.620 0.982
H -1.972 -1.880 6.435
C 1.089 -0.590 -1.229
H -4.677 5.733 0.588
H 5.304 1.571 -0.772
C -3.490 0.636 -2.361
H 6.237 -2.296 -2.186
H -4.411 -3.233 1.349
C 5.046 -1.327 -0.614
H 6.035 -3.241 -0.701
C 4.528 -0.227 -1.604
```

Values from the calculation:
Energy above the lowest of the compared OMol25 structures with the same formula, charge and spin   170.4 kJ/mol
⟨S²⟩   8.786
HOMO level (spin up / spin down)   -5.4 / -7.3 eV
DFT total energy   -137647.48240 eV
Spin multiplicity   6

# C21H38I2N8SSn

A structure of composition C21H38I2N8SSn (ωB97M-V/def2-TZVPD, the Open Molecules 2025 dataset).

XYZ file:
```
71
Properties=species:S:1:pos:R:3
H -2.422 -0.953 -3.297
H 0.350 -1.912 -4.721
C -2.506 -4.183 2.603
C -1.923 -0.109 -1.389
H 0.907 1.539 -3.744
C 3.432 0.429 0.749
H 5.552 -0.920 2.426
C 3.439 -2.060 0.953
N -1.573 0.737 0.840
C -2.732 -0.274 -2.511
H -2.689 3.677 3.021
H -1.158 -0.404 3.846
C -1.988 0.263 3.585
N -0.729 -0.855 -1.203
C 0.539 -0.845 -4.634
N 0.242 -0.372 -3.288
H 6.058 -1.162 0.748
N 4.010 -0.740 1.002
N -1.651 3.050 1.301
C -0.632 2.283 3.895
H -5.333 1.699 -1.635
H -0.979 -3.389 -1.344
H -2.728 -3.722 3.557
H -3.968 1.926 0.390
C -4.377 1.197 -1.578
H 2.454 -2.027 0.493
C 0.093 -3.507 -1.472
H -2.063 3.592 -0.704
H 0.569 -3.590 -0.488
C -3.945 0.385 -2.615
H -1.159 2.633 4.783
C -1.221 3.484 -0.018
H 4.084 -2.710 0.359
C 0.109 1.073 -3.167
N 4.311 1.417 0.907
N 0.635 -2.401 -2.252
H -1.532 4.863 2.378
H 1.933 -3.330 -3.644
H -0.112 -0.322 -5.335
H 0.190 1.639 4.222
H -2.544 0.472 4.500
H -3.087 -5.086 2.468
H -0.853 1.424 -3.545
H -2.655 -0.234 2.886
C 1.963 -2.637 -2.802
H 4.100 2.382 0.722
I -0.451 -4.750 2.636
H 0.276 -4.438 -2.010
H 6.359 1.173 0.457
C -2.262 4.096 2.116
H 5.999 1.401 2.173
Sn -0.145 -0.957 0.931
H 2.420 -1.704 -3.119
C -1.596 1.768 1.693
H 0.213 1.367 -2.126
C 5.650 0.941 1.251
H 1.573 -0.636 -4.914
H 2.584 -3.088 -2.026
H -4.564 0.235 -3.490
C -2.356 0.713 -0.347
H -0.727 4.449 0.084
C 0.037 -1.195 -2.249
H -0.517 2.768 -0.436
C 5.416 -0.571 1.401
H -0.216 3.133 3.363
H 3.351 -2.486 1.955
I -3.117 -2.834 1.048
S 1.835 0.762 0.243
N -1.515 1.517 3.021
C -3.595 1.344 -0.444
H -3.061 4.568 1.540
```

Values from the calculation:
HOMO level   -13.0 eV
DFT total energy   -67171.35475 eV
Spin multiplicity   1
Charge   +2

# C2BrN2O2

A cluster of 2 separate species, C2BrN2O2 in total (ωB97M-V/def2-TZVPD, the Open Molecules 2025 dataset).

XYZ file:
```
7
Properties=species:S:1:pos:R:3
Br 1.741 0.996 0.250
O 0.023 -2.013 -1.243
N -2.470 2.123 0.260
C 0.505 -1.500 -0.275
N -1.737 2.735 -0.300
O 1.391 -1.791 0.601
C 0.546 -0.549 0.707
```

Values from the calculation:
Energy above the lowest of the compared OMol25 structures with the same formula, charge and spin   15.4 kJ/mol
HOMO level   -3.3 eV
DFT total energy   -79191.43186 eV
Spin multiplicity   1
Charge   -1

# C9H19N6PdS2

A structure of composition C9H19N6PdS2 (ωB97M-V/def2-TZVPD, the Open Molecules 2025 dataset).

XYZ file:
```
37
Properties=species:S:1:pos:R:3
H 0.987 -2.952 0.787
S 1.464 -1.456 -1.835
H -2.565 -3.404 1.277
C -2.274 -3.605 0.238
C 1.162 0.185 -2.174
H -0.532 -4.771 0.700
H 1.656 3.905 -0.707
H 1.059 0.520 2.179
H -2.765 -4.541 -0.026
N 4.655 0.325 -2.748
H -0.447 2.291 0.395
N 1.752 3.506 -1.692
N 0.226 0.787 1.665
H -0.503 0.934 2.354
H 1.978 3.026 2.090
H -0.275 -2.617 1.758
S -0.480 0.645 -1.952
C -2.814 -2.496 -0.659
H 1.205 1.788 0.145
H -3.891 -2.616 -0.788
H -2.918 -1.067 0.816
N -2.496 -1.163 -0.102
C -0.773 -3.843 0.178
H -0.438 -3.941 -0.854
H 0.331 3.448 2.547
C 0.475 2.027 0.915
C 3.575 0.678 -2.577
C 0.983 3.235 1.694
N -0.004 -2.726 0.784
C 2.231 1.111 -2.361
H 0.164 4.804 0.649
Pd -0.229 -0.944 -0.297
H -2.895 -0.433 -0.682
C 2.006 2.412 -2.018
N 1.082 4.387 0.772
H -2.354 -2.551 -1.646
H 1.664 5.114 1.173
```

Values from the calculation:
Energy above the lowest of the compared OMol25 structures with the same formula, charge and spin   60.8 kJ/mol
HOMO level   -11.4 eV
DFT total energy   -43726.06638 eV
Spin multiplicity   1
Charge   +1

Result set for max |F|: 2.0 16.5 2.1 0.5 3.8 1.3 eV/Å, one per record in the order listed.